# 1
Density functional theory data (ωB97M-V/def2-TZVPD) for C39H55F3O2P2PtSiTe4 as an isolated structure.

Structure (XYZ):
```
107
Properties=species:S:1:pos:R:3:mulliken_charge:R:1
C -2.8042 1.3634 -1.0762 1.208
C 3.4691 2.6894 2.3266 0.687
H 3.7464 -3.6698 2.2971 0.339
Te 1.6336 0.0254 -2.0552 -0.465
C -2.6113 0.6292 -2.4036 0.524
C -2.2706 -2.3413 1.2700 0.381
H -3.9173 3.0298 -1.9171 0.200
H -3.2867 5.3070 2.7592 0.460
C -3.2027 -3.3841 1.3180 -0.732
C -2.4284 2.1281 3.5256 -0.644
H -3.7217 -0.6864 -3.7156 0.455
H -2.4520 4.9566 -3.7913 0.446
H -4.8823 -4.2373 2.3362 0.441
O 2.2961 1.1072 0.9523 -0.175
H -1.7443 -0.0187 -2.3155 -1.083
H -0.1509 2.0279 -3.3675 -0.143
C -5.1027 0.6881 -2.7787 -1.133
H -2.3558 4.6238 0.6141 0.371
C -1.8373 4.1813 -3.3274 -0.268
F 3.5072 1.9379 3.4395 -0.261
C -0.5204 4.0217 -4.0817 -1.469
C -1.0460 -2.6366 -2.7649 1.387
H -2.4091 1.3313 -3.2153 0.106
H -3.3420 3.7051 4.6594 0.433
C 1.4882 -3.6596 -0.2698 0.312
H -2.3992 3.2494 -3.3972 -0.083
C -2.6959 -4.2824 -3.7175 -0.589
C -4.1759 -3.4165 2.3042 -1.003
H 3.5064 -4.4065 -0.2536 0.475
C -3.3191 -1.3605 3.1988 -0.772
H -0.2677 -4.4705 0.7274 0.742
C 0.2824 -3.5287 0.6872 -0.072
H -5.0012 -2.4116 4.0181 0.432
C 2.0425 -2.3440 2.0851 0.582
C -5.2766 1.4340 -1.4572 -0.908
Te 3.8104 0.3339 -0.4927 0.257
H -3.5505 -5.3683 -2.0477 0.327
C -4.2366 -2.3979 3.2507 -0.893
H -2.7195 -2.8550 -1.4030 0.658
C -2.3275 -1.3139 2.2059 1.002
C 3.2114 -3.1538 1.4958 -0.799
H -0.7136 3.7202 -5.1133 0.469
H -0.5777 -4.3032 -4.0756 0.371
C 0.3664 2.9948 -3.3798 -0.072
H 1.2545 -4.3050 -1.1160 0.440
C -4.0364 2.2747 -1.1363 -0.458
H -2.5643 4.5949 -1.3462 0.457
H -2.9882 -4.8517 -4.6008 0.517
P -1.2131 2.0187 -0.3649 -0.240
H -0.1964 0.7077 4.3290 0.732
H -6.1580 2.0770 -1.5024 0.479
H 2.4644 -5.1185 0.9713 0.324
C -2.9115 4.2985 2.6376 -1.062
H 2.2915 -1.9859 3.0847 0.715
H 3.9287 -2.4737 1.0280 0.190
C -1.6651 -3.1472 -1.4422 0.500
H 0.0378 -2.5736 -2.6588 -0.521
H 1.8557 -1.4561 1.4756 -0.781
H -0.0322 -1.0496 4.1081 0.402
C -1.8997 1.7086 2.2955 0.729
C -2.5690 -5.2208 -2.5059 -1.122
C -3.8553 -0.1922 -2.7497 0.006
H -5.0115 1.4157 -3.5937 0.456
Te 2.6854 -1.8854 -3.5821 -0.376
C -0.6169 3.6177 -1.1161 -0.013
H -2.2193 -6.2012 -2.8358 0.448
H -2.4211 1.4536 4.3764 0.310
H -1.8163 -5.1244 -0.4841 0.538
H -3.4840 -3.5429 -3.5435 0.197
C 0.7684 -3.1934 2.1165 -1.412
H 0.0026 4.9846 -4.1135 0.398
C -1.3730 -3.5615 -3.9523 -1.142
H -3.1741 -4.1881 0.5941 0.183
H 1.1831 4.4031 -1.9837 0.789
C 2.7187 -4.1815 0.4667 -1.249
F 3.4589 3.9650 2.6847 -0.253
O 1.3354 3.1049 1.3964 -0.493
C -2.3861 3.9018 1.4176 -0.168
H -0.0223 -2.6991 2.6817 0.233
H -1.4041 -2.9788 -4.8734 0.535
H 1.1201 0.0623 3.3529 0.076
H -3.0119 0.5946 -0.3207 -0.510
H -3.9857 -0.9741 -1.9905 -0.056
Pt -0.0887 -0.1243 0.0103 1.736
C -1.6060 4.5399 -1.8611 -1.358
C -2.9415 3.4039 3.6996 -1.086
C -1.5845 -4.6785 -1.4489 -1.136
H 1.3018 2.8537 -3.9222 0.432
H -1.1700 5.5447 -1.8224 0.569
Te 4.9641 2.2334 -1.6839 -0.217
H 1.3291 2.7497 -1.4424 -0.624
H -5.4373 0.7114 -0.6493 0.300
C 2.2317 2.3019 1.4648 0.116
H -0.3134 4.1151 -0.1934 1.046
Si -1.0367 0.0479 2.1253 0.748
F 4.6290 2.4664 1.6665 -0.222
C -1.8922 2.6073 1.2375 -0.396
H -4.1754 2.7918 -0.1863 0.207
C 0.6569 3.4419 -1.9507 -0.366
P -0.9286 -2.2842 0.0084 -0.223
H 1.7271 -2.6798 -0.6893 -0.559
H -0.5660 -4.9775 -1.6980 0.393
H -3.3863 -0.5640 3.9327 0.230
H -1.4052 -1.6348 -2.9722 -0.799
H 0.9809 -4.1300 2.6388 0.663
C 0.0684 -0.0786 3.6186 -1.185
H -5.9853 0.0794 -2.9884 0.430
```

For the HOMO-LUMO gap, the calculation gives 5.004 eV. As for the total charge: 0.

# 2
Density functional theory data (ωB97M-V/def2-TZVPD) for a 11-piece molecular cluster, C39H55F9O33 overall.

Structure (XYZ):
```
136
Properties=species:S:1:pos:R:3:mulliken_charge:R:1
O -1.2429 -0.9461 4.6446 -0.296
O -4.9295 -3.0426 -1.7205 -0.420
H 4.1211 -5.3286 0.1063 0.290
C 4.7358 -1.2345 -0.1139 -0.448
H 0.3470 -4.6984 4.6843 0.315
H -1.6304 2.1469 -6.4184 0.377
H 1.7154 -1.2426 -1.1560 -0.714
F -0.4799 -3.4085 1.8089 -0.203
H 0.2283 1.6345 0.9452 -0.051
O -3.3889 1.1665 0.1084 -0.543
H 2.4106 3.9296 2.7963 0.366
C -0.1566 2.3669 -4.8151 1.484
H -4.0848 -2.4959 4.1728 0.085
H 2.6726 2.0478 -3.3335 -0.523
H 1.4704 1.9048 6.1919 0.613
O -1.1780 -3.2201 4.7223 -0.364
O -5.7784 -3.7816 -3.6593 -0.386
H 2.3291 -5.5190 -0.0963 0.381
C -5.0453 -2.2263 3.6744 -0.131
C 1.1185 3.7864 4.5857 -1.008
C -2.5457 3.2781 2.6100 0.233
O -2.1991 0.0129 -2.5877 -0.412
C -0.4177 -4.2084 4.0358 -0.469
H 1.7591 2.5348 0.5551 -0.089
C -0.7661 -1.9863 4.3562 0.351
C -2.4841 1.9447 3.3613 1.527
H 2.0851 -1.4434 0.6043 0.143
O -2.5913 1.0066 2.2927 0.043
C -1.3625 -1.3194 -0.9097 0.951
H 3.8012 0.7241 -2.7941 -0.193
O -0.5093 5.9255 2.3135 -0.602
H -1.5659 1.8117 3.9104 -0.571
H -1.2517 0.4060 9.2512 0.275
H 5.5116 0.7473 -0.1547 0.210
O -3.8605 -4.6175 -2.8978 -0.272
H 0.2087 3.7630 -1.0477 -0.498
H -1.1253 -4.9308 3.6504 0.296
H -2.2805 1.5138 -4.9252 0.055
H 0.4645 1.0158 5.0170 -0.052
C -5.3893 -4.7954 -4.6082 -0.449
O 5.7941 4.0323 -1.4508 -0.610
H -1.7312 -1.4775 0.1169 -0.351
O 0.6871 2.7612 2.4096 0.660
H -2.6042 -2.0874 -2.5644 -0.523
C 2.5386 -3.1187 -0.6806 -0.898
O 2.9274 -3.7297 0.5755 -0.156
C 1.1619 1.9911 1.3059 -0.942
C 0.2569 -3.4617 2.9311 0.740
C -6.1438 -3.1838 1.9144 0.497
H -0.2237 5.2708 -1.8166 0.210
O -0.0810 3.6181 -4.2382 -0.330
O 4.0926 2.5856 -1.8615 0.075
O -0.7564 -0.0280 -0.8904 0.383
O -5.6309 -3.4276 3.1409 -0.369
H -1.5692 1.4739 6.4358 0.318
F -2.4183 -2.0967 -5.2814 -0.188
C -0.2334 -2.9076 -6.1066 -0.465
F 4.3596 3.1572 -4.9443 -0.350
C -1.2200 0.7007 -1.9453 0.068
O -1.4999 5.2447 -3.6564 -0.546
O -2.1441 3.5483 -5.0086 -0.422
H 1.2432 -3.8764 2.7002 -0.123
H -0.4794 0.2039 6.6545 0.235
H 2.3977 2.3191 3.4927 0.402
C -0.5520 1.2841 6.7477 -0.467
H 0.2853 1.5995 -4.1051 -0.475
C 3.7058 1.7798 -3.0006 1.160
O -0.2794 1.8751 7.9968 -0.389
C -2.5169 -1.1914 -1.8804 0.169
H -1.4323 -1.2299 -6.8571 0.242
C -1.2290 -1.7207 -5.9109 0.270
O 1.6588 -0.7314 -4.2727 -0.308
H 3.2034 -3.4054 -1.4777 0.495
H 7.2290 -0.8956 -3.2245 0.309
F 0.6243 2.3238 -5.9064 -0.365
H -5.3979 -4.2959 -5.5668 0.257
C -4.0183 -5.2311 -4.1336 0.407
H -3.0882 4.1238 3.0809 0.283
O -6.8491 -3.8921 1.3463 -0.448
C -4.7761 -1.4401 2.4143 0.525
H 7.3577 -1.6981 -1.7346 0.421
H -0.1973 -3.1258 -7.1603 0.371
O -0.7195 5.2768 0.1320 -0.292
H -0.4990 -3.7549 -5.4408 0.234
C -0.0183 5.6119 1.2258 0.727
O 1.3061 5.6678 0.9234 -0.384
C -1.2810 4.2350 -4.2300 0.517
H 3.1314 -5.4595 1.5936 0.230
F -3.5374 1.8726 4.2427 -0.415
H 2.3655 4.7614 -0.5126 0.099
O 0.0672 3.0323 5.1078 -0.402
C 2.4251 -1.6203 -0.4365 0.476
H 5.0748 -2.2623 -0.2428 0.278
H 1.7609 1.1530 1.6139 0.520
O 3.6128 -0.8864 -0.7694 0.318
C -1.1436 1.5016 9.0498 -0.771
H -4.7794 -0.3488 2.4681 0.093
O 0.3190 -2.1601 3.4536 -0.289
O 5.7943 2.7837 -3.2828 -0.359
C 5.7983 -0.2861 -0.4819 -0.812
C 1.4918 5.4151 -0.4565 0.658
H -1.5486 3.7134 2.5065 -0.566
C 0.8313 -1.3114 -4.8758 0.385
C 0.4639 1.8409 5.7903 -0.117
H 1.8535 4.0143 5.3283 0.558
C 5.2680 3.1750 -2.1236 0.382
O 1.0349 -2.2622 -5.8198 -0.420
F -0.4955 -2.3013 -1.2916 -0.367
H -3.9699 -6.3114 -4.0035 0.201
C 3.1370 -5.1190 0.5371 -0.940
F 1.8663 6.5998 -1.0824 -0.374
C 4.7521 2.1964 -4.0126 0.155
O -0.5315 -0.9297 -4.9674 -0.111
H -2.1468 1.9350 8.8439 0.301
H 6.7649 -0.6364 0.0500 0.368
H 4.5893 -1.0901 0.9437 0.333
F -3.0081 -4.8303 -5.0040 -0.254
C -1.5832 2.2502 -5.3183 -0.276
O -5.7721 -1.8934 1.5266 -0.375
H 5.1906 1.3153 -4.5319 0.307
H -0.8171 1.9804 9.9543 0.290
H 5.8859 -2.0093 -2.7187 0.205
C 0.1473 4.8903 -0.9004 0.504
H 1.5297 -3.4836 -0.8910 0.537
H -3.5257 -1.1489 -1.5269 0.477
O -3.2036 2.9523 1.4223 -0.304
C -4.8825 -3.7341 -2.6315 0.660
H -5.7178 -1.7375 4.3388 0.333
H -6.1899 -5.5222 -4.5876 0.296
F -3.5689 -1.8754 1.9269 -0.243
C 6.6445 -1.3079 -2.4093 -0.903
C -3.1295 1.6411 1.2058 0.274
O 6.0808 -0.1391 -1.8266 -0.152
H 0.7193 4.7648 4.3354 0.411
C 1.7591 3.2171 3.3009 -0.721
O -0.7632 1.7612 -2.1935 -0.351
```

For the HOMO-LUMO gap, the calculation gives 9.523 eV. As for the total charge: 0.